DFT (ωB97M-V/def2-TZVPD) results for a molecular structure, C56H56N7O6S2TeV in a non-equilibrium geometry.

The geometry in XYZ format:
```
129
Properties=species:S:1:pos:R:3:mulliken_spin:R:1
V -0.384 0.548 0.162 2.051
C 5.284 0.842 -4.007 0.000
C 3.834 0.729 -4.295 0.000
N 3.298 0.693 -5.469 0.000
N 1.957 0.568 -5.217 0.001
C 1.646 0.519 -3.895 0.004
S 0.146 0.269 -3.255 0.002
N 2.891 0.632 -3.306 0.000
N 3.220 0.735 -1.965 0.000
H 5.823 1.024 -4.933 0.000
H 5.658 -0.072 -3.545 0.000
H 5.451 1.654 -3.300 0.000
H 1.288 0.615 -5.960 0.000
H 2.541 1.335 -1.497 0.005
H 3.116 -0.167 -1.509 0.002
C 3.104 -2.641 1.271 0.014
C 2.664 -2.536 -0.040 -0.010
C 1.705 -1.585 -0.376 0.028
C 1.173 -0.664 0.547 -0.196
C 1.661 -0.797 1.858 0.191
C 2.583 -1.771 2.219 0.017
H 3.825 -3.401 1.551 0.001
H 3.050 -3.210 -0.800 0.000
H 1.316 -1.577 -1.393 -0.028
H 1.295 -0.118 2.623 0.014
H 2.895 -1.865 3.254 -0.002
C 0.454 -9.874 1.011 0.000
C 0.180 -8.397 0.891 0.000
C -0.183 -7.631 1.989 0.000
C -0.439 -6.267 1.872 0.000
C -0.779 -5.493 3.118 0.001
C -0.353 -5.616 0.629 -0.003
Te -0.682 -3.395 0.429 0.085
N -1.179 -0.930 -0.120 -0.464
C -2.499 -0.826 -0.366 0.173
O -3.352 -0.512 0.465 -0.037
C -2.945 -1.175 -1.773 -0.002
C -4.163 -0.662 -2.211 0.000
C -4.614 -0.921 -3.494 0.001
C -3.859 -1.712 -4.351 0.000
C -2.649 -2.232 -3.918 -0.001
C -2.184 -1.948 -2.641 0.008
C -2.681 -3.586 1.166 0.002
C -3.667 -4.277 0.457 0.000
C -3.381 -5.043 -0.809 -0.001
C -4.982 -4.265 0.919 0.000
C -5.343 -3.572 2.059 0.000
C -6.774 -3.530 2.530 0.000
C -4.357 -2.885 2.752 -0.001
C -3.038 -2.864 2.322 -0.005
C -2.052 -2.035 3.092 0.003
C 0.039 -6.392 -0.472 -0.001
C 0.206 -5.813 -1.860 0.001
C 0.292 -7.755 -0.332 0.000
H 0.386 -10.200 2.050 0.000
H 1.452 -10.114 0.638 0.000
H -0.266 -10.450 0.426 0.000
H -0.260 -8.106 2.963 0.000
H -0.652 -6.108 4.011 0.000
H -1.808 -5.134 3.077 0.000
H -0.130 -4.618 3.185 0.000
H -4.726 -0.047 -1.520 -0.001
H -5.561 -0.508 -3.828 0.000
H -4.215 -1.923 -5.354 0.000
H -2.057 -2.857 -4.576 0.000
H -1.228 -2.328 -2.312 0.007
H -2.375 -4.827 -1.161 0.000
H -4.098 -4.767 -1.585 0.000
H -3.459 -6.119 -0.630 0.000
H -5.739 -4.799 0.351 0.000
H -7.418 -4.115 1.872 0.000
H -7.135 -2.500 2.539 0.000
H -6.862 -3.925 3.545 0.000
H -4.630 -2.316 3.635 0.000
H -2.453 -1.769 4.072 -0.002
H -1.852 -1.116 2.536 0.074
H -1.100 -2.551 3.216 0.003
H 0.143 -4.728 -1.836 -0.002
H -0.571 -6.197 -2.526 0.000
H 1.175 -6.101 -2.275 0.000
H 0.588 -8.331 -1.206 0.000
O 1.086 3.179 -1.987 -0.003
C 1.608 3.289 -0.887 0.014
N 2.420 4.378 -0.551 0.000
C 2.760 4.338 0.854 0.000
C 2.158 2.915 1.225 0.009
O 2.289 2.441 2.338 -0.003
N 1.570 2.390 0.140 0.058
C 2.112 5.490 1.601 0.000
C 0.956 5.328 2.353 0.001
C 0.362 6.423 2.966 0.000
C 0.905 7.691 2.826 0.000
C 2.062 7.859 2.076 0.000
C 2.662 6.767 1.473 0.000
C 4.249 4.286 1.116 0.000
C 4.713 4.370 2.429 0.000
C 6.066 4.287 2.705 0.000
C 6.985 4.123 1.676 0.000
C 6.530 4.034 0.369 0.000
C 5.172 4.107 0.092 0.000
H 2.270 5.255 -1.022 0.000
H 0.528 4.339 2.461 -0.002
H -0.537 6.286 3.555 0.000
H 0.433 8.545 3.297 0.000
H 2.498 8.846 1.965 0.000
H 3.570 6.900 0.895 0.000
H 4.000 4.488 3.234 0.000
H 6.411 4.351 3.730 0.000
H 8.044 4.058 1.893 0.000
H 7.239 3.906 -0.440 0.000
H 4.817 4.027 -0.928 0.000
C -2.377 8.206 -1.640 0.000
C -2.064 6.809 -1.169 0.000
C -1.979 6.519 0.189 0.000
C -1.853 5.208 0.619 0.000
C -1.785 4.180 -0.305 0.010
C -1.789 4.460 -1.662 0.002
C -1.931 5.771 -2.088 0.000
S -2.056 2.501 0.264 -0.015
O -3.333 2.621 0.920 0.001
O -2.021 1.679 -0.941 0.025
O -0.957 2.169 1.194 -0.033
H -2.288 8.923 -0.824 0.000
H -3.404 8.243 -2.011 0.000
H -1.724 8.516 -2.457 0.000
H -2.039 7.322 0.915 0.000
H -1.859 4.953 1.670 0.000
H -1.713 3.636 -2.358 0.001
H -1.973 5.993 -3.149 0.000
```

The value obtained for the HOMO-LUMO gap (spin up / spin down) is 5.9 / 6.2 eV. The value obtained for the total energy is -136351.0851 eV. Its total charge is -2. Its spin multiplicity is 3. The HOMO energy (spin up / spin down) is -2.05 / -2.31 eV. The calculation puts the LUMO energy (spin up / spin down) at 3.857 / 3.857 eV.